1.
73
Properties=species:S:1:pos:R:3:forces:R:3 method="wB97M-V/def2-TZVPD" e_lumo_ev="-0.21 / -1.47" orbital_gap_ev="7.995 / 6.444" total_energy_ha=-20309.621401 e_homo_ev="-8.21 / -7.91" multiplicity=2
Cu 0.974379 -2.083474 -1.328510 -2.6 0.6 -0.6
C -2.145535 -2.139670 -2.076341 -0.6 0.1 0.7
C -1.478052 -3.367150 -2.665456 0.2 -0.2 0.8
O -0.103166 -3.214811 -2.714978 1.5 0.7 0.3
H -2.094200 -1.252576 -2.706763 0.1 -0.2 -0.2
H -1.697815 -1.850231 -1.119652 0.1 -0.1 -0.1
H -3.199884 -2.339245 -1.856349 0.0 0.0 -0.2
H -1.908659 -3.553191 -3.661528 0.4 0.1 -0.2
H -1.679456 -4.282788 -2.089757 -0.5 0.2 0.2
C 0.444661 1.981719 -0.355692 0.3 -0.3 -1.2
C 0.256477 0.707963 0.446726 -0.3 0.0 0.7
O 0.264134 -0.409015 -0.334228 0.6 -1.2 -0.5
H 0.505023 2.929208 0.176640 -0.3 -0.2 0.2
H -0.344783 2.034425 -1.113291 0.0 0.1 0.3
H 1.357760 1.897426 -0.965401 0.1 0.0 0.3
H -0.724073 0.790044 0.972681 0.1 0.1 0.0
H 1.000760 0.676331 1.277211 0.0 0.0 -0.1
O 0.651027 -3.366146 0.423325 -0.2 0.1 -1.5
C 1.351698 -3.511152 1.381811 0.4 -0.1 0.9
O 1.251095 -4.610227 2.135316 -0.1 0.0 0.2
C 2.149491 -4.514633 3.253339 0.5 -0.3 0.6
C 2.442035 -3.033201 3.424296 -0.2 0.3 -0.4
C 2.355390 -2.555173 1.970017 0.0 0.0 0.2
H 3.052220 -5.092593 3.034193 0.0 0.1 -0.2
H 1.708567 -4.981404 4.131394 -0.3 0.1 -0.1
H 3.400029 -2.834317 3.894280 0.0 0.0 0.0
H 1.650568 -2.542268 3.991585 0.1 -0.1 0.2
H 3.315132 -2.697874 1.466531 -0.1 0.2 -0.2
H 1.969241 -1.546921 1.826551 0.2 0.1 -0.1
O 1.115619 -0.669219 -3.026752 0.9 -0.9 0.2
C 0.783747 0.274376 -3.678170 -0.8 0.6 0.4
O 1.619473 0.926880 -4.489988 0.2 0.1 -0.2
C 0.972184 2.103194 -5.074247 -0.2 -0.9 0.6
C -0.228304 2.351347 -4.159396 -0.3 0.5 -0.4
C -0.564488 0.951252 -3.676710 -0.4 0.0 0.0
H 0.621220 1.809433 -6.063561 0.3 0.2 -0.2
H 1.745125 2.860339 -5.099210 -0.1 0.2 -0.2
H -1.047233 2.829511 -4.699519 0.1 -0.1 0.0
H 0.014376 3.021536 -3.332233 0.2 -0.2 0.1
H -1.234319 0.394551 -4.344308 0.2 0.2 -0.3
H -1.091636 0.915849 -2.725516 0.5 -0.1 0.2
O -4.822846 -2.550816 3.546127 -0.3 -0.1 0.0
C -3.726225 -2.266718 3.173807 0.2 0.3 0.3
O -3.424721 -2.070837 1.877391 0.1 -0.1 -0.3
C -2.011811 -1.929419 1.661804 0.2 0.8 1.2
C -1.371274 -1.729567 3.072033 0.0 -1.1 -0.6
C -2.500459 -2.040638 4.046453 0.0 0.1 -0.1
H -1.820583 -1.020827 1.098882 -0.1 -0.3 -0.6
H -1.613944 -2.827794 1.205846 -0.2 0.1 -0.4
H -0.913125 -0.750052 3.142371 -0.1 0.1 0.2
H -0.610234 -2.508701 3.151909 0.3 0.3 0.2
H -2.712118 -1.244928 4.758868 -0.1 0.0 0.0
H -2.327789 -2.947673 4.624808 0.0 0.0 0.0
C 4.332115 0.558801 -1.839739 0.0 -0.3 -0.4
Cl 5.235422 2.028575 -1.472471 -0.2 0.1 0.1
Cl 4.843796 -0.134948 -3.394342 0.0 0.0 0.2
H 4.532241 -0.164706 -1.060952 0.0 0.0 0.0
H 3.269353 0.749858 -1.928598 0.0 0.2 0.1
C -0.480357 3.413061 3.059283 0.0 0.2 -0.2
Cl -0.906122 1.904719 3.873581 0.0 0.0 0.0
Cl -0.300948 4.742565 4.208392 -0.1 0.0 0.1
H 0.454856 3.300080 2.521559 0.1 -0.2 0.1
H -1.262996 3.665553 2.353897 -0.1 0.0 0.1
C 2.058514 6.026492 0.688441 0.1 -0.4 0.4
Br 0.140576 6.021838 0.491678 0.0 0.3 -0.1
Br 2.768920 4.381006 -0.020225 0.4 0.4 0.0
Br 2.557321 6.280723 2.539118 0.0 0.0 -0.2
H 2.502048 6.852319 0.156550 -0.2 0.1 -0.2
C -4.006866 2.297745 -1.138997 0.4 -0.2 -0.5
Br -3.853693 0.531950 -0.408639 -0.2 0.1 0.0
Br -3.787983 2.253456 -3.079879 -0.1 0.0 0.2
Br -2.681061 3.456035 -0.364145 -0.2 0.2 0.1
H -4.989812 2.714770 -0.993149 -0.1 -0.1 0.3


2.
13
Properties=species:S:1:pos:R:3:forces:R:3 method="wB97M-V/def2-TZVPD" e_lumo_ev=0.87 orbital_gap_ev=8.871 relative_energy_kcal_mol=43.8 total_energy_ha=-340.725057 e_homo_ev=-8.00 multiplicity=1
C -2.225077 -0.029738 -0.025534 -0.3 0.1 -0.2
O -1.057167 -0.673172 0.429014 0.0 -0.4 -0.4
C 0.118811 -0.218196 -0.045078 0.3 0.4 0.6
C 0.614069 1.030165 -0.402455 -0.5 0.1 0.0
N 1.933727 1.099114 -0.067537 0.5 -0.6 -1.2
C 2.273647 -0.100838 0.299896 0.5 0.0 -0.2
N 1.211740 -0.967555 0.311734 0.0 0.5 0.3
H -2.132921 1.064609 -0.034684 0.2 -0.2 0.0
H -3.020511 -0.314508 0.666015 0.1 0.0 -0.2
H -2.446201 -0.398558 -1.027699 -0.2 0.2 -0.1
H 0.281445 1.786438 -1.097428 -0.8 0.1 0.6
H 3.300379 -0.398103 0.244240 0.3 -0.4 0.7
H 1.169013 -1.873562 0.752390 0.0 0.2 -0.1


3.
16
Properties=species:S:1:pos:R:3:forces:R:3 method="wB97M-V/def2-TZVPD" e_lumo_ev=0.66 orbital_gap_ev=10.217 relative_energy_kcal_mol=54.1 total_energy_ha=-304.988467 e_homo_ev=-9.55 multiplicity=1
C -0.410262 1.916561 0.850971 0.8 -0.6 0.1
N 0.293369 1.081825 1.504785 -1.0 -0.4 -0.9
C -0.437136 0.089132 2.285823 0.2 0.3 0.8
H -1.472408 2.136798 1.002129 0.0 -0.3 0.0
H 0.108814 2.323476 -0.003578 0.0 1.1 0.0
H -1.285461 0.554999 2.782892 -0.1 -0.2 0.5
H -0.825433 -0.708381 1.658435 0.0 0.1 -0.4
H 0.250872 -0.432477 2.952882 -0.2 0.4 0.3
N 0.091344 -1.426195 -2.581368 -0.6 -0.5 0.1
C 0.793465 -0.525893 -1.719733 0.7 -0.7 0.8
O 0.825270 -0.934387 -0.324646 -1.1 0.9 -0.5
H -0.903510 -1.427980 -2.353953 0.2 0.2 -0.1
H 0.369782 -2.396767 -2.426297 0.3 0.4 -0.1
H 0.320931 0.466304 -1.816102 0.4 -0.2 0.0
H 1.862800 -0.539382 -1.962942 -0.3 0.4 -0.6
H 0.417561 -0.177631 0.150702 0.8 -0.9 -0.1


4.
15
Properties=species:S:1:pos:R:3:forces:R:3 method="wB97M-V/def2-TZVPD" e_lumo_ev=0.44 orbital_gap_ev=9.278 relative_energy_kcal_mol=110.5 total_energy_ha=-287.656300 e_homo_ev=-8.84 multiplicity=1
C 1.708285 0.045890 1.663566 0.0 0.0 0.0
C -0.600033 2.171801 0.427356 -0.4 0.0 0.1
O -1.487311 1.197382 0.470246 0.2 0.3 0.0
C -1.200108 0.023603 -0.230221 0.2 -0.2 -0.4
N -0.713089 0.051640 -1.377250 -0.3 0.0 0.5
C -0.482888 -1.212923 -2.043012 0.0 -0.2 -0.1
H 0.859760 -0.227901 2.298892 0.1 0.0 -0.1
H 2.095986 -0.848436 1.168480 -0.1 0.1 0.1
H 2.492016 0.484820 2.286080 -0.1 -0.1 -0.1
H -1.134128 2.962648 1.008271 0.1 -0.1 -0.1
H 1.384796 0.778865 0.917803 0.1 -0.2 0.1
H -1.519266 -0.846827 0.350346 0.1 0.1 -0.1
H 0.593544 -1.337024 -2.196236 -0.1 0.0 0.0
H -0.952034 -1.178077 -3.030574 0.1 0.0 0.1
H -0.866506 -2.087164 -1.495263 0.1 0.2 0.0